Here is a structure of composition C20H37MnN8O4PS2 in a non-equilibrium geometry from the OMol25 dataset. Energies are from wB97M-V/def2-TZVPD.

LUMO (spin up / spin down) ... -0.16 / -0.29 eV
2S+1 ... 6
HOMO (spin up / spin down) ... -3.52 / -6.92 eV
DFT total energy ... -3811.07526 hartree
Kohn-Sham gap (spin up / spin down) ... 3.36 / 6.63 eV
Expectation value of S² ... 8.78

Positions of all 73 atoms, in Å:
1 Mn -0.54478 0.13521 -0.24633
2 C 2.61722 -3.94739 -1.80373
3 N 1.39282 -3.25639 -1.48993
4 C 0.13792 -3.79859 -1.56833
5 C -0.70848 -2.78739 -1.18013
6 N -0.00278 -1.65759 -0.87183
7 C 1.26212 -1.95879 -1.06453
8 P 2.60202 -0.76329 -0.78233
9 C 2.05722 -0.22769 0.87247
10 N 0.79302 -0.03199 1.18367
11 C 0.78102 0.34301 2.49827
12 C 2.05682 0.36771 3.00757
13 N 2.86072 -0.00069 1.96247
14 C 4.29392 -0.13589 2.02587
15 C 1.85372 0.61371 -1.71293
16 N 0.56762 0.89271 -1.67273
17 C 0.38782 1.96671 -2.49913
18 C 1.58002 2.34811 -3.06583
19 N 2.50592 1.47641 -2.55893
20 C 3.90932 1.47471 -2.88533
21 H 2.39062 -4.97089 -2.11443
22 H 3.24682 -3.96859 -0.91073
23 H 3.11752 -3.42109 -2.62053
24 H -0.04768 -4.81609 -1.88013
25 H -1.78718 -2.80709 -1.10453
26 H -0.14798 0.57051 3.00377
27 H 2.43772 0.60591 3.99027
28 H 4.64032 0.10731 3.03387
29 H 4.74352 0.55491 1.30837
30 H 4.55912 -1.16979 1.78997
31 H -0.59238 2.40191 -2.64113
32 H 1.82952 3.13611 -3.76163
33 H 4.12142 2.27991 -3.59383
34 H 4.16202 0.51371 -3.34083
35 H 4.48292 1.63411 -1.96883
36 C -2.86798 2.14861 -0.09323
37 C -1.94738 2.26151 1.10907
38 O -0.65088 1.75281 0.80477
39 C 0.19752 2.71631 0.18507
40 C 1.48422 2.02641 -0.22323
41 H -3.88538 2.45281 0.16887
42 H -2.89148 1.11851 -0.46373
43 H -2.52328 2.77671 -0.92013
44 H -2.34978 1.64761 1.92167
45 H -1.88858 3.29331 1.47337
46 H 0.41432 3.51931 0.89747
47 H -0.28458 3.14431 -0.69973
48 H 1.97192 1.57031 0.64467
49 H 2.17662 2.73461 -0.68703
50 H 1.27772 1.21911 -0.93353
51 N -3.17598 -2.69509 2.42127
52 C -1.70948 -2.68579 2.75347
53 C -0.93658 -1.91549 1.66667
54 N -1.46148 -0.56649 1.40597
55 C -2.90808 -0.57849 1.14067
56 C -3.73258 -1.31379 2.21377
57 H -3.70038 -3.17709 3.16207
58 H -3.31588 -3.24029 1.55997
59 H -1.38888 -3.72989 2.81107
60 H -1.60678 -2.21399 3.73627
61 H -0.95908 -2.48729 0.73077
62 H 0.11642 -1.83619 1.95787
63 H -1.25068 0.06301 2.21627
64 H -3.08158 -1.04789 0.16447
65 H -3.26188 0.45481 1.05657
66 H -4.77568 -1.43299 1.90747
67 H -3.68858 -0.80209 3.18087
68 O -4.08148 2.39821 -2.76943
69 S -2.71918 2.90391 -2.88733
70 O -2.05908 2.66761 -4.16553
71 O -2.46268 4.19761 -2.26613
72 S -1.70058 1.64281 -1.65513
73 H -1.93198 -0.69059 -0.86443

Here are the Mulliken charges for atoms 1 to 5, given in e:
1. Mn -2.28
2. C -0.92
3. N 0.29
4. C -0.71
5. C -0.06